No. 1
{
  "formula": "C48H63N6O2S2SeW",
  "method": "ωB97M-V with the def2-TZVPD basis set",
  "total_charge": 1,
  "orbital_gap_ev": 6.38,
  "e_tot_ha": -5610.6598,
  "relative_energy_kcal_mol": 17.90,
  "elements": ["W", "C", "S", "C", "S", "N", "N", "C", "C", "C", "C", "C", "C", "N", "H", "H", "H", "H", "H", "H", "H", "H", "C", "C", "C", "C", "C", "C", "C", "Se", "C", "C", "C", "C", "C", "C", "O", "C", "C", "C", "C", "C", "C", "C", "C", "C", "O", "C", "C", "C", "C", "C", "C", "H", "H", "H", "H", "H", "H", "H", "H", "H", "H", "H", "H", "H", "H", "H", "H", "H", "H", "H", "H", "H", "H", "H", "H", "H", "H", "H", "H", "H", "H", "H", "H", "H", "H", "H", "H", "H", "H", "H", "H", "C", "C", "C", "C", "C", "C", "C", "C", "N", "H", "H", "H", "H", "H", "H", "H", "H", "H", "C", "C", "N", "C", "C", "N", "H", "H", "H", "H", "H", "H"],
  "positions_angstrom": [[0.0712, -1.1119, -0.2755], [4.4478, 0.0109, 2.9083], [3.4519, -1.4284, 3.3993], [2.1995, -1.4873, 2.1774], [2.5291, -1.0620, 0.5477], [1.0616, -1.9061, 2.6307], [0.0688, -2.0221, 1.6927], [-1.0030, -2.5087, 2.1457], [-2.0232, -2.9244, 1.1981], [-3.0852, -3.7155, 1.5739], [-3.9351, -4.2078, 0.5935], [-3.6879, -3.8585, -0.7146], [-2.6182, -3.0189, -0.9956], [-1.7874, -2.5781, -0.0669], [5.4998, -0.2436, 3.0197], [4.1900, 0.8362, 3.5682], [4.2393, 0.2704, 1.8732], [-1.0797, -2.7122, 3.2073], [-3.2190, -3.9581, 2.6222], [-4.7655, -4.8545, 0.8528], [-4.3108, -4.2172, -1.5235], [-2.4234, -2.7122, -2.0116], [4.2265, 5.4177, 0.9375], [4.7872, 4.1157, 0.3490], [5.5859, 3.3655, 1.4288], [5.7470, 4.4767, -0.7860], [3.6463, 3.2132, -0.1201], [2.6449, 2.8482, 0.7715], [1.6684, 1.9635, 0.3712], [0.6210, 1.0619, 1.7053], [-1.1752, 1.6655, 1.6979], [-1.6062, 2.5163, 2.6984], [-2.9653, 2.7476, 2.8639], [-3.8092, 2.1832, 1.9083], [-3.4127, 1.2877, 0.9095], [-2.0492, 0.9442, 0.8711], [-1.5350, -0.0646, 0.1327], [-4.4956, 0.6828, -0.0033], [-4.8463, -0.7103, 0.5285], [-3.9643, 0.5732, -1.4399], [-5.7685, 1.5316, -0.0512], [-3.4852, 3.4559, 4.1238], [-3.0523, 2.5891, 5.3195], [-5.0084, 3.5688, 4.1346], [-2.8766, 4.8591, 4.2403], [1.6386, 1.4126, -0.9107], [0.7023, 0.4546, -1.1386], [2.6007, 1.7985, -1.8495], [3.5961, 2.6697, -1.3998], [2.6265, 1.2346, -3.2765], [1.2874, 1.5390, -3.9660], [2.8563, -0.2840, -3.2162], [3.7391, 1.8533, -4.1259], [5.0450, 6.0396, 1.3088], [3.5459, 5.2262, 1.7707], [3.6857, 5.9808, 0.1718], [6.4720, 3.9419, 1.7107], [5.9218, 2.3936, 1.0536], [4.9860, 3.2036, 2.3305], [6.5122, 5.1587, -0.4087], [5.2251, 4.9817, -1.6041], [6.2602, 3.5954, -1.1797], [2.6291, 3.2246, 1.7870], [-0.8648, 2.9667, 3.3483], [-4.8599, 2.4299, 1.9656], [-3.9425, -1.3030, 0.6714], [-5.4986, -1.2381, -0.1763], [-5.3664, -0.6374, 1.4884], [-3.0285, 0.0300, -1.4515], [-3.7953, 1.5669, -1.8636], [-4.6841, 0.0429, -2.0722], [-6.3297, 1.4922, 0.8859], [-6.4218, 1.1415, -0.8348], [-5.5436, 2.5747, -0.2844], [-3.4920, 1.5905, 5.2352], [-3.3830, 3.0337, 6.2631], [-1.9670, 2.4737, 5.3548], [-5.4790, 2.5827, 4.1060], [-5.3701, 4.1591, 3.2886], [-5.3290, 4.0660, 5.0522], [-1.7845, 4.8285, 4.2271], [-3.1912, 5.3300, 5.1756], [-3.2113, 5.4889, 3.4118], [4.3842, 2.9200, -2.0935], [0.4449, 1.2260, -3.3559], [1.2382, 1.0107, -4.9243], [1.1942, 2.6109, -4.1633], [2.0543, -0.7904, -2.6997], [3.7974, -0.5053, -2.7002], [2.9139, -0.6940, -4.2301], [3.6788, 2.9450, -4.1253], [3.6215, 1.5165, -5.1591], [4.7321, 1.5466, -3.7841], [1.1738, -4.6981, -2.7420], [0.1817, -3.8796, -3.5042], [-0.3336, -4.3888, -4.6857], [-1.2613, -3.6912, -5.4356], [-1.6772, -2.4544, -4.9922], [-1.1828, -1.8997, -3.8188], [-1.6438, -0.5050, -3.4716], [-0.2508, -2.6194, -3.0244], [0.1799, -2.0920, -1.7913], [1.5912, -5.4835, -3.3718], [0.7074, -5.1547, -1.8698], [1.9751, -4.0656, -2.3914], [0.0145, -5.3557, -5.0308], [-1.6365, -4.1025, -6.3651], [-2.4005, -1.8857, -5.5666], [-1.3072, 0.1960, -4.2356], [-1.2619, -0.1783, -2.5250], [-2.7347, -0.4588, -3.4514], [0.2725, -5.4371, 1.9565], [1.4965, -5.0040, 1.2208], [1.6151, -4.0020, 0.3743], [2.9413, -4.0401, -0.0379], [3.6100, -5.0472, 0.5727], [2.6753, -5.6616, 1.3772], [-0.6175, -5.2003, 1.3799], [0.2127, -4.9417, 2.9306], [0.2982, -6.5131, 2.1284], [3.3320, -3.3403, -0.7545], [4.6394, -5.3673, 0.5103], [2.8469, -6.4406, 1.9874]]
}

No. 2
{
  "formula": "C48H64BN12",
  "method": "ωB97M-V with the def2-TZVPD basis set",
  "total_charge": -1,
  "orbital_gap_ev": 7.14,
  "e_tot_ha": -2548.2986,
  "relative_energy_kcal_mol": 129.66,
  "elements": ["B", "H", "H", "H", "H", "N", "C", "C", "C", "C", "H", "H", "H", "H", "H", "N", "C", "C", "C", "C", "H", "H", "H", "H", "H", "N", "C", "C", "C", "C", "H", "H", "H", "H", "H", "N", "C", "C", "C", "C", "H", "H", "H", "H", "H", "N", "C", "C", "C", "C", "H", "H", "H", "H", "H", "N", "C", "C", "C", "C", "H", "H", "H", "H", "H", "N", "C", "C", "C", "C", "H", "H", "H", "H", "H", "N", "C", "C", "C", "C", "H", "H", "H", "H", "H", "N", "C", "C", "C", "C", "H", "H", "H", "H", "H", "N", "C", "C", "C", "C", "H", "H", "H", "H", "H", "N", "C", "C", "C", "C", "H", "H", "H", "H", "H", "N", "C", "C", "C", "C", "H", "H", "H", "H", "H"],
  "positions_angstrom": [[0.1364, -1.1758, 19.6468], [-0.9757, -1.4624, 20.3605], [-0.0758, -0.7789, 18.6145], [0.9048, -0.4105, 20.3934], [0.8004, -2.2003, 19.4152], [0.7043, -2.3598, 22.7148], [2.0770, -2.4192, 23.0465], [2.0687, -2.8047, 24.4788], [0.6248, -2.8341, 25.0413], [-0.2319, -2.3725, 23.6971], [0.4257, -2.2166, 21.7616], [2.8017, -2.2280, 22.2865], [2.8088, -3.1069, 25.0804], [0.2928, -3.2751, 25.9573], [-1.2785, -2.3175, 23.6120], [-1.1857, -2.2284, 17.4414], [-2.4613, -1.9174, 16.9048], [-2.5013, -2.7740, 15.7119], [-1.3453, -3.6635, 15.7499], [-0.6026, -3.3963, 16.8988], [-0.6798, -1.5297, 18.2627], [-3.1972, -1.2419, 17.2245], [-3.4042, -2.7935, 14.9450], [-1.1077, -4.4296, 14.9477], [0.3337, -3.8573, 17.4809], [-0.6958, -0.7562, 15.0699], [-1.2644, -0.8375, 13.7874], [-0.5531, 0.3235, 12.9472], [0.2456, 1.0837, 13.9710], [0.1478, 0.2855, 15.2874], [-1.0177, -1.5445, 15.6342], [-2.0675, -1.4610, 13.4801], [-0.8445, 0.4101, 11.8608], [0.7966, 2.0458, 13.6196], [0.9084, 0.2554, 16.0165], [4.1851, -2.6458, 19.7573], [3.3742, -3.8413, 19.7628], [4.2167, -4.9958, 20.4768], [5.4919, -4.4305, 20.8595], [5.4508, -3.0308, 20.3337], [3.9227, -1.8415, 19.1489], [2.2581, -4.0232, 19.2036], [3.6799, -5.8967, 20.5264], [6.4078, -4.7640, 21.2868], [6.1834, -2.3303, 20.3955], [-4.1866, 2.4131, 21.1701], [-5.4781, 2.1989, 20.5435], [-5.4737, 0.8467, 19.9394], [-4.0426, 0.2921, 20.1117], [-3.2663, 1.3304, 20.9004], [-4.1202, 3.4284, 21.5600], [-6.1941, 3.0428, 20.5897], [-6.3507, 0.4950, 19.4359], [-3.6875, -0.5198, 19.5602], [-2.3092, 1.4101, 21.1903], [-2.8879, 2.8080, 18.3330], [-3.0830, 4.1609, 18.0799], [-2.2634, 4.5249, 16.8421], [-1.4783, 3.3636, 16.4259], [-1.9888, 2.3034, 17.4034], [-3.5151, 2.2574, 19.0459], [-3.8086, 4.6293, 18.6486], [-2.2507, 5.4885, 16.3179], [-0.8051, 3.1600, 15.6066], [-1.8769, 1.2976, 17.4477], [0.2955, -4.9275, 23.3697], [-0.2210, -5.9974, 24.1746], [0.1236, -7.2799, 23.4318], [0.4095, -6.8621, 22.0511], [0.4489, -5.3490, 22.0331], [0.1718, -3.9964, 23.8408], [-0.5585, -5.8355, 25.0908], [-0.1228, -8.2338, 23.9368], [0.3546, -7.6366, 21.4284], [0.6295, -4.3873, 21.2747], [4.0018, 1.3832, 23.3787], [4.1498, 0.6825, 22.1363], [5.5918, 1.1220, 21.7401], [6.1488, 1.9200, 22.8077], [5.1823, 1.9292, 23.8662], [3.0232, 1.4027, 23.8975], [3.2226, 0.3450, 21.6562], [6.1527, 0.6198, 20.7557], [7.1518, 2.3452, 22.8638], [5.0918, 2.6445, 24.8264], [1.1304, 0.3267, 24.2663], [0.6380, 1.3486, 23.3601], [1.0080, 2.7581, 24.0125], [1.7671, 2.2496, 25.2284], [1.8357, 0.7955, 25.3182], [0.9202, -0.6418, 24.1551], [-0.0128, 1.0093, 22.4074], [0.7910, 3.8910, 23.3850], [2.2863, 2.8292, 25.9829], [2.2462, 0.3052, 25.9958], [2.9722, -0.4572, 18.1017], [3.9812, 0.4041, 18.6179], [5.2212, 0.2125, 17.6471], [4.7185, -0.6651, 16.4816], [3.3486, -1.0272, 16.8620], [2.0309, -0.6873, 18.5194], [3.9410, 0.9186, 19.5553], [6.0826, 0.8332, 17.8388], [5.5175, -0.8091, 15.5329], [2.7148, -1.6256, 16.5015], [-4.4353, -1.5845, 23.5496], [-3.4886, -2.3176, 22.6863], [-3.5249, -3.7553, 23.1487], [-4.5579, -3.7685, 24.1468], [-5.1775, -2.4002, 24.3608], [-4.5513, -0.5413, 23.5083], [-2.7950, -1.8428, 22.1244], [-2.9136, -4.4076, 22.8007], [-4.6860, -4.7682, 24.6835], [-5.9992, -2.2025, 25.0680], [-0.4195, 4.1885, 19.4205], [0.2578, 3.0404, 19.6606], [1.5286, 3.4784, 20.4113], [1.3968, 4.9650, 20.6829], [0.1741, 5.3686, 19.7596], [-1.2449, 4.1308, 18.6097], [-0.0813, 1.9618, 19.1501], [2.1391, 2.9132, 20.9170], [2.1202, 5.4473, 21.1610], [-0.2197, 6.3218, 19.3320]]
}